C29H50BN6O4RuS3 | ωB97M-V/def2-TZVPD

Maximum force   0.00419 hartree/bohr
Electronic energy   -83768.631 eV
Spin multiplicity   6
<S²>   8.768
Net charge   +2
Energy relative to the best compared isomer or geometry (same formula, charge and spin)   0.019 eV

Each line ends with the Löwdin spin population.
Element x y z (Å)
Ru -0.7073 0.1872 0.4634  3.67
C -2.0858 3.1336 0.6353  0.00
C -3.3480 2.5248 0.0629  0.00
O -3.1279 1.1445 -0.2515  0.04
C -4.2223 0.2998 0.1218  0.00
C -3.7124 -0.9877 0.7417  0.01
O -2.6111 -0.6307 1.5846  0.07
C -2.3326 -1.4475 2.7302  0.01
C -2.0402 -0.4973 3.8678  0.00
O -1.0317 0.3993 3.4329  0.02
C -1.1767 1.7526 3.8402  0.00
C -0.7884 2.6362 2.6742  0.01
O -1.5459 2.1746 1.5502  0.06
H -2.3422 4.0546 1.1624  0.00
H -1.3600 3.3588 -0.1441  0.00
H -3.6595 3.0662 -0.8326  0.00
H -4.1433 2.6003 0.8052  0.00
H -4.8389 0.0806 -0.7517  0.00
H -4.8412 0.8199 0.8535  0.00
H -3.3875 -1.7156 -0.0027  0.00
H -4.5097 -1.4284 1.3423  0.00
H -1.4779 -2.0913 2.5102  0.00
H -3.1917 -2.0765 2.9660  0.00
H -1.7179 -1.0476 4.7568  0.00
H -2.9527 0.0537 4.1122  0.00
H -0.5391 1.9649 4.7029  0.00
H -2.2138 1.9550 4.1186  0.00
H 0.2806 2.5792 2.4583  0.00
H -1.0395 3.6748 2.8990  0.00
C -2.7336 -2.4924 -4.9696  0.00
C -2.4048 -2.3094 -3.4889  0.00
C -3.2092 -1.1347 -2.9426  0.00
C -2.7022 -3.6251 -2.7697  0.01
N -0.9416 -1.9712 -3.3501  0.02
C -0.1139 -1.7025 -4.4223  0.01
C 1.0938 -1.3694 -3.9305  0.01
N 1.0199 -1.4141 -2.5554  0.01
B 2.2874 -1.0533 -1.7391  0.00
N 2.5093 0.4793 -1.6352  0.01
C 3.8016 0.9542 -1.6331  0.01
C 3.7530 2.2951 -1.5351  0.01
N 2.4214 2.6596 -1.4827  0.02
C 1.6787 1.5291 -1.5403  0.03
S -0.0653 1.4364 -1.5385  0.27
C 1.9555 4.0787 -1.2889  0.00
C 0.9498 4.4495 -2.3784  0.01
C 1.3702 4.1777 0.1169  0.00
C 3.1493 5.0260 -1.3996  0.00
N 2.3786 -1.7799 -0.3741  0.01
C 2.8507 -3.0750 -0.3550  0.01
C 2.9478 -3.4639 0.9294  0.01
N 2.5411 -2.4053 1.7178  0.02
C 2.1692 -1.3965 0.8955  0.03
S 1.5408 0.1491 1.4000  0.27
C 2.5896 -2.4186 3.2257  0.00
C 3.5146 -1.3004 3.7021  0.01
C 3.1624 -3.7555 3.6882  0.00
C 1.1741 -2.2736 3.7742  0.00
C -0.2260 -1.7771 -2.2164  0.03
S -0.7973 -2.0180 -0.5858  0.26
H -3.7899 -2.7482 -5.0427  0.00
H -2.1666 -3.3104 -5.4164  0.00
H -2.5817 -1.5815 -5.5489  0.00
H -4.2698 -1.3914 -2.9403  0.00
H -3.0706 -0.2531 -3.5707  0.00
H -2.9017 -0.8829 -1.9300  0.00
H -3.7075 -3.9461 -3.0423  0.00
H -2.6537 -3.5424 -1.6867  0.00
H -2.0050 -4.4010 -3.0889  0.00
H -0.4360 -1.7968 -5.4409  0.00
H 2.0084 -1.1219 -4.4401  0.00
H 3.2104 -1.4639 -2.3811  0.00
H 4.6465 0.2936 -1.7167  0.00
H 4.5524 3.0094 -1.5183  0.00
H -0.0004 3.9319 -2.2751  0.00
H 1.3564 4.2338 -3.3677  0.00
H 0.7610 5.5212 -2.3209  0.00
H 0.6079 3.4163 0.2709  0.00
H 0.9203 5.1612 0.2594  0.00
H 2.1520 4.0442 0.8666  0.00
H 3.6252 4.9738 -2.3797  0.00
H 3.8927 4.8559 -0.6209  0.00
H 2.7763 6.0408 -1.2692  0.00
H 3.1079 -3.5969 -1.2600  0.00
H 3.3031 -4.3898 1.3380  0.00
H 4.5077 -1.4130 3.2647  0.00
H 3.6144 -1.3703 4.7856  0.00
H 3.1328 -0.3102 3.4640  0.01
H 4.1792 -3.9147 3.3280  0.00
H 2.5342 -4.5994 3.3996  0.00
H 3.2015 -3.7371 4.7761  0.00
H 0.7373 -1.3107 3.5160  0.00
H 1.2099 -2.3528 4.8616  0.00
H 0.5449 -3.0843 3.3989  0.00

Force components x, y, z for each atom (eV/Å):
0.18 0.03 -0.01
0.00 -0.01 0.06
-0.05 -0.04 -0.02
-0.02 -0.02 0.08
0.00 0.05 -0.01
0.06 0.02 0.06
-0.08 -0.07 -0.12
-0.01 0.00 -0.01
-0.04 0.03 0.05
0.04 0.00 -0.03
0.10 -0.02 0.03
-0.14 0.05 0.11
0.10 0.05 -0.18
0.01 0.02 0.00
0.00 0.01 0.00
0.01 0.03 -0.01
-0.02 -0.02 0.00
-0.03 -0.03 -0.01
0.01 0.02 0.01
0.01 0.01 0.03
-0.02 -0.03 0.00
0.02 -0.02 0.00
0.00 0.00 0.02
0.00 -0.02 -0.01
0.01 0.00 0.02
-0.01 0.01 0.01
-0.02 -0.02 -0.02
0.02 -0.05 -0.02
0.02 0.00 -0.01
0.00 -0.03 0.01
0.08 -0.07 -0.03
0.00 0.02 0.01
-0.02 -0.01 0.00
0.05 0.13 0.03
-0.07 -0.07 -0.04
0.02 0.04 0.05
-0.05 -0.05 -0.02
-0.02 0.03 -0.06
0.00 0.00 -0.04
0.02 -0.05 0.04
-0.02 0.09 0.02
0.09 -0.05 0.00
-0.05 0.08 0.08
-0.02 -0.04 -0.04
-0.01 -0.02 -0.06
-0.01 0.04 0.00
-0.03 0.01 0.01
-0.01 -0.04 -0.01
-0.03 -0.08 0.08
0.00 0.06 -0.05
0.08 -0.02 0.09
-0.09 -0.05 -0.06
0.14 0.01 0.05
-0.11 -0.06 0.01
0.01 0.03 -0.02
0.01 -0.01 0.04
0.00 -0.01 0.01
-0.01 0.01 0.01
-0.08 -0.09 -0.03
0.03 0.10 -0.07
0.01 0.01 0.00
-0.01 0.01 0.01
0.01 0.00 0.02
0.01 -0.01 -0.01
0.00 0.00 0.01
-0.02 0.00 -0.05
0.00 0.00 0.03
0.01 0.03 -0.03
-0.01 0.01 -0.01
0.00 0.01 0.02
-0.02 0.00 0.02
0.03 -0.02 -0.03
-0.02 0.01 -0.01
-0.01 0.01 0.00
0.02 0.00 0.01
0.01 0.01 0.02
-0.02 0.00 -0.01
0.03 0.03 0.01
0.01 -0.01 0.00
0.00 -0.01 0.00
-0.01 -0.01 0.01
0.00 -0.02 -0.01
0.00 -0.01 0.00
-0.02 0.02 0.02
-0.03 0.02 -0.01
-0.01 0.00 0.00
0.00 0.01 -0.02
-0.01 -0.02 -0.01
-0.01 0.00 0.01
0.01 0.02 -0.01
0.00 0.00 0.00
-0.02 -0.02 0.01
0.00 0.01 -0.01
-0.01 0.02 0.00

***

C29H50F2NO3 | ωB97M-V/def2-TZVPD

Maximum force   0.11461 hartree/bohr
SMILES string   CCCCCCCCCCCCCCCCCCc1c[n+](COC)c([C@@H](F)CC)cc1C(=O)OF
Electronic energy   -43932.517 eV
Net charge   +1

Each line ends with the Mulliken charge.
Element x y z (Å)
C 10.1623 4.3281 2.1699  -1.07
C 9.2099 3.9214 0.9398  -0.38
C 9.4454 2.3926 0.4524  -0.39
C 9.3452 2.2263 -1.1588  -0.54
C 9.7820 0.7202 -1.6172  -0.72
C 8.4926 -0.2340 -1.7448  -0.47
C 8.5192 -1.2836 -0.5023  -0.59
C 7.2156 -2.2183 -0.5330  -0.73
C 5.9193 -1.5411 0.2023  -0.52
C 4.8760 -2.7551 0.4465  -0.75
C 3.3516 -2.2504 0.5473  -0.39
C 2.4703 -2.9296 -0.6185  -0.64
C 1.1192 -3.6223 -0.1006  -0.77
C 0.0452 -2.5626 0.5256  -0.36
C -1.4103 -3.2839 0.3350  -0.74
C -2.5483 -2.6913 1.3103  -0.50
C -3.7893 -2.2459 0.3464  -0.45
C -5.0317 -1.9430 1.3326  -0.96
C -5.8764 -0.6764 0.8386  0.34
C -7.3316 -0.9205 0.3744  -0.70
N -8.1607 0.2142 -0.0510  0.22
C -9.5618 -0.1512 -0.4831  -0.79
O -10.2831 -0.7057 0.6307  -0.33
C -11.3392 0.2202 1.0271  -0.55
C -7.6556 1.5739 -0.0476  0.49
C -8.5826 2.8354 -0.4746  -0.15
F -8.3005 3.9738 0.3916  -0.33
C -8.3076 3.2324 -2.0056  -0.28
C -9.5257 4.1700 -2.5128  -1.07
C -6.1786 1.9403 0.3644  -0.72
C -5.2729 0.7615 0.8164  0.89
C -3.7569 1.1148 1.2450  0.24
O -3.4112 1.1629 2.4456  -0.46
O -2.8439 1.4091 0.1546  -0.08
F -3.5030 1.0341 -0.9913  -0.08
H 10.1968 3.4892 2.9588  0.28
H 11.2426 4.4549 1.7810  0.27
H 9.8729 5.3438 2.6203  0.33
H 9.4649 4.6112 0.0492  0.25
H 8.0989 4.1315 1.1819  0.32
H 10.4856 2.0641 0.8378  0.26
H 8.6399 1.7376 0.9604  0.08
H 10.1383 2.9348 -1.6209  0.32
H 8.3023 2.5126 -1.5291  0.26
H 10.3153 0.7521 -2.6349  0.38
H 10.5362 0.3434 -0.8459  0.37
H 7.4902 0.3139 -1.7060  0.18
H 8.5563 -0.8826 -2.6970  0.33
H 8.6847 -0.7740 0.5110  0.24
H 9.4341 -1.9555 -0.6840  0.31
H 6.8650 -2.4483 -1.6026  0.27
H 7.3849 -3.2142 0.0183  0.36
H 5.4945 -0.7153 -0.4809  0.34
H 6.2537 -1.0365 1.1749  0.23
H 5.0784 -3.5269 -0.3709  0.40
H 5.1966 -3.2531 1.4428  0.27
H 2.9263 -2.5841 1.5626  0.29
H 3.2587 -1.1039 0.4454  0.32
H 3.0826 -3.7658 -1.1397  0.33
H 2.2305 -2.1577 -1.4366  0.27
H 0.5837 -4.0556 -1.0347  0.34
H 1.2636 -4.4415 0.6820  0.27
H 0.2369 -2.3462 1.6369  0.34
H 0.0307 -1.5644 -0.0414  0.17
H -1.7239 -3.1698 -0.7755  0.35
H -1.2639 -4.3947 0.5829  0.29
H -2.1820 -1.8428 1.9814  0.37
H -2.8801 -3.5676 1.9924  0.25
H -3.5461 -1.2933 -0.2343  0.27
H -4.0801 -3.1361 -0.3313  0.38
H -5.6987 -2.8852 1.3881  0.43
H -4.6630 -1.7216 2.3997  0.39
H -7.7357 -1.9923 0.3851  0.35
H -10.1007 0.6834 -1.0438  0.49
H -9.4260 -1.0151 -1.2431  0.38
H -10.8197 1.0719 1.6195  0.25
H -12.0607 -0.3614 1.6943  0.26
H -11.9349 0.6447 0.1421  0.27
H -9.6898 2.5752 -0.2590  0.27
H -7.3292 3.8273 -2.0324  0.35
H -8.2452 2.2401 -2.5958  0.29
H -9.1901 4.5931 -3.5373  0.35
H -10.4878 3.5622 -2.7106  0.28
H -9.7199 5.0706 -1.8271  0.30
H -5.8506 3.0316 0.3104  0.40

Force components x, y, z for each atom (eV/Å):
0.36 -0.14 -0.51
0.20 0.25 -0.42
-0.50 0.45 0.07
1.48 -0.28 0.50
-0.99 0.92 -0.44
0.77 -1.15 1.27
-0.08 -0.73 -1.21
-0.71 0.66 1.00
0.73 -0.71 -0.69
0.74 1.19 0.88
-0.17 -0.82 -0.46
-0.03 -0.73 0.05
-0.78 1.46 -0.59
-0.57 -1.03 -0.51
0.86 0.62 0.67
-0.31 -0.97 -1.41
-0.09 -0.29 1.92
-0.49 0.55 -0.34
-1.99 1.10 -0.65
3.04 3.15 0.71
3.06 0.81 0.95
-0.45 -1.94 -0.77
-0.12 1.82 -1.85
-0.22 0.56 1.10
2.39 -0.07 1.20
-0.12 -0.46 0.25
-0.09 -2.23 -1.48
-1.12 0.27 1.05
0.66 -0.08 -1.10
-1.56 -4.56 0.10
-3.20 0.58 -1.54
0.05 -0.37 3.51
-1.15 -0.06 -5.78
-1.06 -0.25 3.10
-0.45 -0.21 -1.21
-0.23 1.45 -1.05
-1.66 -0.29 0.57
0.28 -1.66 -0.51
-0.38 -0.98 1.36
1.77 -0.50 -0.28
-1.64 0.38 -0.78
1.37 0.83 -0.77
-1.48 -0.89 0.75
1.48 -0.43 0.44
-0.77 0.11 1.53
-1.11 0.27 -1.08
1.50 -0.48 -0.27
-0.25 1.16 1.40
-0.48 -0.62 -1.45
-1.21 0.97 0.36
0.82 0.25 1.44
-0.02 1.43 -0.90
0.45 -1.32 1.02
-0.58 -0.79 -1.26
-0.70 1.07 1.00
-0.58 0.72 -1.62
0.55 0.68 -1.48
0.34 -1.84 0.37
-0.91 1.43 0.88
0.18 -1.14 1.23
0.95 0.42 1.58
0.10 1.03 -1.20
-0.22 -0.37 -1.63
0.20 -1.42 0.78
0.53 -0.31 1.85
-0.28 1.56 -0.56
-0.53 -1.01 -1.08
0.27 1.62 -1.01
-0.13 -1.56 0.53
0.62 1.71 0.88
0.87 1.71 -0.04
-0.51 -0.24 -1.64
0.31 2.05 -0.17
0.94 -0.91 1.12
-0.10 1.45 1.21
-1.21 -1.21 -0.87
1.16 0.90 -0.88
0.99 -0.72 1.15
1.85 0.51 -0.48
-1.28 -1.10 -0.06
0.03 1.76 0.74
-0.70 -0.62 1.66
1.54 0.99 0.55
0.31 -1.58 -0.88
-0.54 -1.83 0.16

***

C29H51NO2PbSSi2 | ωB97M-V/def2-TZVPD

Maximum force   0.05737 hartree/bohr
Electronic energy   -68321.595 eV
Net charge   0
Energy relative to the best compared isomer or geometry (same formula, charge and spin)   1.308 eV

Each line ends with the Mulliken charge.
Element x y z (Å)
O -0.3031 -2.1201 0.6375  -0.14
O -2.6249 -0.6856 -3.7829  -0.28
C 0.6477 -2.8844 -0.1745  -0.11
C 1.1726 -4.1183 0.5408  -1.28
H 1.4668 -2.1740 -0.3999  0.22
H 0.1451 -3.1470 -1.1205  0.25
H 1.6432 -3.8398 1.4978  0.20
H 1.9376 -4.5666 -0.1050  0.43
H 0.3859 -4.8734 0.7022  0.35
C -1.4534 -2.8279 1.2118  -0.18
C -2.3967 -3.3096 0.1230  -1.27
H -1.9358 -2.0936 1.8819  0.20
H -1.0603 -3.6613 1.8158  0.32
H -2.8548 -2.4469 -0.3837  0.26
H -3.2045 -3.8946 0.5753  0.44
H -1.8868 -3.9527 -0.6121  0.29
C -3.6807 0.2620 -3.9875  -0.27
C -2.5352 -1.7419 -4.7468  -0.19
C -4.8706 0.0314 -3.0714  -1.21
H -4.0273 0.2444 -5.0341  0.39
H -3.2196 1.2351 -3.7707  0.28
H -5.3472 -0.9370 -3.2676  0.29
H -5.6063 0.8154 -3.2683  0.39
H -4.5850 0.0850 -2.0146  0.24
C -3.7909 -2.5853 -4.9102  -1.21
H -1.7028 -2.3580 -4.3857  0.27
H -2.2665 -1.3209 -5.7308  0.30
H -4.1199 -3.0326 -3.9647  0.26
H -3.5565 -3.3998 -5.6008  0.40
H -4.6205 -2.0162 -5.3478  0.32
H -0.5318 0.7802 -2.8884  0.24
Pb 0.4343 0.1200 1.3557  1.33
C -0.0825 1.7898 -2.9392  -0.61
Si 0.9449 2.0802 -4.5085  0.29
H -0.9225 2.4976 -2.9421  0.26
H 0.5252 2.0040 -2.0474  0.16
C 1.7710 0.4738 -5.0547  -0.94
C 2.2916 3.3734 -4.2211  -1.01
C -0.1616 2.7101 -5.9070  -1.04
C 2.6180 -0.3232 1.2803  -1.14
Si 3.7633 0.8544 2.2068  0.27
H 2.8056 -0.2913 0.1883  0.43
H 2.8277 -1.3663 1.5764  0.23
C 4.4042 2.1470 1.0072  -1.05
C 5.1458 -0.3319 2.6843  -1.17
C 3.0923 1.7092 3.7371  -0.88
H 0.4404 3.0105 -6.7773  0.32
H -0.7430 3.5844 -5.5814  0.32
H -0.8678 1.9354 -6.2373  0.28
H 2.5514 0.1789 -4.3389  0.31
H 2.2428 0.5930 -6.0410  0.29
H 1.0398 -0.3436 -5.1233  0.26
H 2.8393 3.1828 -3.2882  0.28
H 1.8589 4.3820 -4.1635  0.29
H 3.0197 3.3684 -5.0455  0.29
H 5.2976 -1.0378 1.8565  0.32
H 4.8796 -0.9152 3.5747  0.29
H 6.0933 0.1839 2.8764  0.35
H 2.7642 1.0013 4.5097  0.23
H 2.2537 2.3887 3.5308  0.25
H 3.8982 2.3191 4.1770  0.38
H 5.2893 2.6559 1.4121  0.33
H 3.6507 2.9137 0.7834  0.29
H 4.6932 1.6732 0.0598  0.30
S -1.2395 1.1648 5.9042  -0.36
C -0.2505 -0.2672 6.2227  0.72
C 0.1254 -0.8819 7.4256  -0.44
C 0.9782 -2.0020 7.4088  -0.53
C 1.4517 -2.4793 6.1724  -0.52
C 1.0801 -1.8812 4.9598  -0.23
C 0.2149 -0.7750 4.9883  -0.90
N -0.1881 -0.0427 3.8695  0.37
C -0.9738 0.9963 4.1655  0.49
C -1.5130 1.8995 3.1333  0.30
C -2.3319 3.0450 3.3571  -0.59
C -2.7556 3.8513 2.2932  -0.81
C -2.3753 3.5482 0.9836  -0.42
C -1.5745 2.4184 0.7372  -0.58
C -1.1695 1.6465 1.8033  -0.17
H -0.2422 -0.5000 8.3746  0.39
H 1.2797 -2.5091 8.3399  0.36
H 2.1209 -3.3410 6.1636  0.39
H 1.4516 -2.2356 3.9912  0.41
H -2.6328 3.3005 4.3675  0.37
H -3.3885 4.7263 2.4584  0.36
H -2.6788 4.1644 0.1422  0.43
H -1.2648 2.1664 -0.2797  0.26

Force components x, y, z for each atom (eV/Å):
-0.40 -2.06 -0.06
-0.38 -0.28 -0.30
-0.92 0.27 0.36
0.12 0.04 -0.19
-0.53 -0.30 0.15
0.29 0.03 0.23
-0.22 -0.17 -0.28
-0.07 -0.04 0.21
0.33 0.29 0.02
1.06 0.01 -0.54
-0.23 0.11 0.08
0.26 -0.28 -0.32
-0.33 0.21 -0.05
0.25 -0.31 0.00
0.07 0.02 -0.07
-0.18 0.27 0.25
0.40 -0.20 0.04
-0.06 0.43 0.27
-0.05 -0.06 0.02
0.26 0.09 0.15
-0.24 -0.09 -0.17
0.13 0.20 0.09
-0.05 -0.03 0.09
0.01 -0.05 -0.22
-0.03 -0.12 0.02
-0.15 0.10 -0.18
0.05 -0.05 0.19
0.09 0.16 -0.13
-0.08 0.01 0.01
0.17 -0.09 0.15
0.36 0.39 0.05
-1.51 -0.89 -2.37
-0.03 0.12 -0.30
-0.05 -0.13 -0.08
0.13 -0.01 0.09
-0.22 -0.27 -0.15
0.00 0.02 0.00
-0.05 0.01 0.06
0.00 -0.06 0.03
2.06 0.83 0.91
0.20 -1.19 -0.67
-0.31 0.21 0.45
-0.32 0.31 0.17
0.10 0.20 -0.05
0.47 0.27 0.21
-0.05 0.14 0.21
-0.14 -0.08 0.20
0.12 -0.18 -0.08
0.11 0.17 0.07
-0.17 0.01 -0.15
-0.08 -0.03 0.23
0.16 0.16 0.02
-0.09 0.05 -0.18
0.12 -0.19 0.03
-0.19 0.00 0.17
0.01 0.21 0.17
0.04 0.08 -0.10
0.02 -0.17 0.12
0.04 0.05 -0.16
0.12 -0.14 -0.04
-0.19 -0.15 -0.10
-0.17 -0.03 -0.08
0.11 -0.11 0.03
-0.04 0.08 0.19
0.22 -0.47 -0.26
0.19 -0.18 -0.47
0.13 -0.29 0.16
-0.38 0.53 -0.47
-0.14 0.10 -0.34
-0.04 0.00 0.38
0.09 0.49 0.09
-0.73 0.82 -0.01
1.05 -1.08 0.42
-1.11 1.45 -0.67
0.10 -0.61 0.24
0.17 -0.22 0.09
0.31 -0.77 -0.25
-0.89 0.79 0.55
1.33 0.99 1.59
0.06 -0.03 -0.15
-0.26 0.45 -0.56
-0.18 0.25 -0.06
-0.11 0.08 0.45
-0.14 0.08 0.04
0.25 -0.32 0.18
-0.05 0.14 0.20
0.03 0.00 0.11